Record 1
C26H30Br3Cl3F19N2O3S | ωB97M-V with the def2-TZVPD basis set

Element x y z (Å)
1 C 4.808 4.065 1.057
2 C 6.122 3.522 0.424
3 Cl 7.511 3.432 1.625
4 C 6.324 3.152 -0.935
5 Cl 8.031 2.654 -1.250
6 C 5.089 3.174 -2.027
7 C 4.918 4.723 -2.077
8 Br 6.656 5.787 -2.000
9 C 3.875 5.637 -2.206
10 C 2.422 5.094 -2.360
11 Br 4.053 7.624 -2.270
12 C 5.736 2.878 -3.511
13 C 5.742 3.876 -4.727
14 F 4.655 4.686 -4.995
15 F 5.800 3.049 -5.898
16 F 6.936 4.618 -4.898
17 O 5.180 1.644 -4.120
18 C 3.987 1.440 -3.337
19 N 3.662 0.019 -3.557
20 Cl 2.786 2.206 -4.549
21 N 4.136 1.995 -1.926
22 C 2.725 1.981 -1.465
23 C 2.231 2.266 0.006
24 C 2.476 1.195 1.162
25 S 1.773 -0.506 0.802
26 C 4.731 0.815 -1.136
27 C 6.016 0.055 -1.642
28 C 6.795 -0.554 -0.355
29 Br 7.855 -2.101 -1.085
30 H 4.090 4.625 0.393
31 H 5.101 4.808 1.883
32 H 4.219 3.251 1.610
33 H 2.195 4.468 -3.275
34 H 1.708 5.983 -2.427
35 H 2.128 4.584 -1.374
36 H 6.836 2.541 -3.526
37 H 4.252 -0.324 -4.337
38 H 2.697 -0.045 -3.902
39 H 1.991 2.625 -2.073
40 H 2.224 0.967 -1.695
41 H 1.078 2.185 -0.083
42 H 2.310 3.356 0.354
43 H 1.840 1.562 2.046
44 H 3.533 1.156 1.579
45 H 1.400 -0.610 -0.523
46 H 4.937 1.103 -0.044
47 H 3.961 -0.025 -0.995
48 H 5.679 -0.889 -2.202
49 H 6.704 0.582 -2.364
50 H 7.445 0.206 0.170
51 H 5.999 -1.035 0.290
52 C -4.405 -2.416 1.520
53 C -4.971 -1.374 2.517
54 C -5.554 -0.096 1.907
55 F -4.651 0.608 1.201
56 F -5.996 0.731 2.888
57 F -4.018 -1.085 3.435
58 F -5.978 -1.987 3.207
59 O -2.982 -2.405 1.302
60 C -2.462 -1.493 0.364
61 C -1.559 -0.436 1.006
62 F -2.201 0.265 1.961
63 F -1.136 0.467 0.080
64 F -3.466 -0.964 -0.358
65 F -1.730 -2.230 -0.506
66 H -4.588 -3.390 1.965
67 H -4.960 -2.437 0.579
68 H -6.403 -0.323 1.256
69 H -0.682 -0.898 1.463
70 C -7.628 -5.000 3.652
71 C -7.501 -4.799 2.125
72 C -8.637 -4.031 1.446
73 F -9.829 -4.632 1.578
74 F -8.405 -3.937 0.110
75 F -7.305 -6.002 1.539
76 F -6.348 -4.088 1.916
77 O -8.146 -6.256 4.116
78 C -9.548 -6.414 4.174
79 C -10.063 -7.482 3.202
80 F -9.723 -7.208 1.926
81 F -11.415 -7.548 3.240
82 F -10.145 -5.220 4.014
83 F -9.824 -6.799 5.439
84 H -6.606 -4.985 4.039
85 H -8.121 -4.156 4.141
86 H -8.716 -3.014 1.841
87 H -9.659 -8.465 3.455

The value obtained for the max |F| is 0.133 hartree/bohr. The charge is +1. The value obtained for the LUMO energy is -0.1262 Ha. The total energy is -12741.6587 Ha.

Results of the Mulliken charge analysis, in e, for atoms 1 through 8: -0.81 -0.08 -0.14 0.03 -0.02 1.63 -1.01 0.02

---

Record 2
C16H46N4O7 | ωB97M-V with the def2-TZVPD basis set

Element x y z (Å)
1 C -0.025 2.653 -3.498
2 O 0.783 3.548 -3.647
3 N -0.590 1.976 -4.545
4 N -0.529 2.292 -2.279
5 H -1.092 1.145 -4.295
6 H -0.321 2.250 -5.468
7 H -1.173 1.525 -2.212
8 H -0.108 2.640 -1.435
9 C 1.158 5.328 0.310
10 O 2.219 4.776 0.541
11 N 1.066 6.542 -0.313
12 N -0.025 4.792 0.745
13 H 0.157 6.964 -0.375
14 H 1.752 6.758 -1.012
15 H -0.948 5.115 0.528
16 H 0.055 3.904 1.214
17 C -0.669 0.089 0.226
18 C 0.803 0.415 0.545
19 O 0.810 1.729 1.138
20 H -1.110 1.073 0.056
21 H -1.117 -0.353 1.110
22 H -0.780 -0.488 -0.687
23 H 1.373 0.469 -0.384
24 H 1.164 -0.298 1.285
25 H 1.539 1.685 1.766
26 C -3.460 -4.686 -2.078
27 C -2.884 -3.704 -1.059
28 C -1.598 -3.052 -1.537
29 O -3.874 -2.705 -0.749
30 H -2.837 -5.584 -2.094
31 H -3.406 -4.297 -3.105
32 H -4.511 -4.915 -1.928
33 H -2.656 -4.311 -0.183
34 H -1.142 -3.635 -2.344
35 H -0.916 -2.779 -0.737
36 H -1.736 -2.108 -2.083
37 H -4.026 -2.273 -1.597
38 C -3.108 0.306 3.153
39 C -4.432 0.729 3.758
40 C -5.600 -0.184 3.423
41 O -4.275 0.748 5.208
42 H -3.142 0.244 2.066
43 H -2.725 -0.558 3.687
44 H -2.425 1.147 3.325
45 H -4.744 1.752 3.526
46 H -5.321 -1.237 3.411
47 H -6.000 0.095 2.445
48 H -6.410 -0.021 4.134
49 H -4.019 1.643 5.441
50 C 3.565 0.556 2.903
51 C 4.815 0.592 3.762
52 C 5.802 -0.513 3.434
53 O 5.505 1.846 3.527
54 H 3.798 0.399 1.849
55 H 3.112 1.548 3.011
56 H 2.827 -0.170 3.248
57 H 4.629 0.597 4.835
58 H 6.672 -0.488 4.091
59 H 6.192 -0.497 2.415
60 H 5.334 -1.497 3.574
61 H 5.307 2.153 2.637
62 C 1.301 -1.645 -2.856
63 C 1.919 -3.018 -3.125
64 C 2.053 -3.244 -4.628
65 O 3.210 -3.057 -2.524
66 H 2.011 -0.885 -3.191
67 H 1.096 -1.533 -1.794
68 H 0.403 -1.529 -3.464
69 H 1.201 -3.741 -2.726
70 H 1.209 -2.833 -5.189
71 H 2.121 -4.285 -4.949
72 H 2.928 -2.708 -5.010
73 H 3.846 -3.190 -3.230

The value obtained for the max |F| is 0.035 hartree/bohr. The charge is 0. The value obtained for the LUMO energy is 0.0076 Ha. As for the SMILES: NC(N)=O.NC(N)=O.CC(C)O.CC(C)O.CC(C)O.CC(C)O.CCO. The total energy is -1382.9262 Ha.

Results of the Mulliken charge analysis, in e, for atoms 1 through 8: 0.64 -0.64 -0.41 -0.24 0.16 0.22 0.15 0.11

---

Record 3
C2HFN2O2 | ωB97M-V with the def2-TZVPD basis set

Element x y z (Å)
1 C 1.691 0.095 0.155
2 C -1.271 0.345 -0.697
3 N -1.729 0.515 0.383
4 N 1.159 -0.903 0.176
5 O 0.474 -1.842 0.210
6 O -2.359 0.061 1.290
7 F -0.480 1.068 -1.423
8 H 2.516 0.661 -0.094

The value obtained for the max |F| is 0.056 hartree/bohr. The charge is 0. The value obtained for the LUMO energy (alpha / beta) is -0.0377 / -0.0377 Ha. As for the SMILES: [O-][N+]#CF.C#[N+][O-]. The total energy is -436.3896 Ha.

Want to see where the charge sits? The natural (NBO) charges in e are: -0.09 0.47 0.11 0.23 -0.38 -0.31 -0.27 0.24

---

Record 4
C4H10NO2Si | ωB97M-V with the def2-TZVPD basis set

Element x y z (Å)
1 C -2.080 1.025 -0.002
2 C -0.033 -0.952 -1.497
3 C 0.818 1.419 -0.052
4 C -0.097 -1.090 1.511
5 N -3.179 0.238 0.103
6 O -4.349 0.667 0.194
7 O -2.995 -1.001 -0.025
8 Si -0.523 0.097 0.042
9 H -2.364 1.942 0.393
10 H -0.902 -0.900 -2.235
11 H 0.979 -0.572 -1.920
12 H 0.128 -1.987 -1.172
13 H 1.018 1.984 0.838
14 H 1.891 1.094 -0.319
15 H 0.568 2.240 -0.665
16 H 0.589 -1.862 1.071
17 H 0.373 -0.500 2.250
18 H -0.999 -1.468 1.754

The value obtained for the max |F| is 0.081 hartree/bohr. The charge is -1. The value obtained for the LUMO energy is 0.1450 Ha. As for the SMILES: C[Si](C)(C)C=[N+]([O-])[O-]. The total energy is -653.0849 Ha.

Results of the natural (NBO) charge analysis, in e, for atoms 1 through 8: -0.77 -1.10 -1.12 -1.07 0.46 -0.56 -0.59 1.59